# C23H43N4O2S2SbTl

A structure of composition C23H43N4O2S2SbTl in a non-equilibrium geometry (ωB97M-V/def2-TZVPD, OMol25).

Summary:
Total charge: -1
HOMO energy (alpha / beta), Eh: -0.04186 / -0.03825
DFT total energy, eV: -67498.534

Each line ends with the Löwdin charge.
Geometry (Å):
Tl 0.000000 0.000000 0.000000  0.35
N 0.808438 -1.686081 0.914902  -0.10
C 1.018955 -2.524661 -0.267542  -0.17
C -0.010935 -2.157623 -1.376348  -0.66
O -0.684524 -3.134556 -1.820357  -0.02
O -0.031729 -0.937127 -1.714440  -0.21
H 1.693922 -1.489044 1.444534  0.07
H 0.092185 -2.071375 1.578016  0.14
H 0.954012 -3.582365 0.005896  0.12
H 2.019926 -2.340805 -0.672182  0.10
C -2.749021 4.831099 -0.447926  -0.18
C -1.739103 4.440253 -1.527463  -0.62
C -0.523480 5.362936 -1.438392  -0.19
Sb -1.123706 2.346104 -1.267510  1.47
C 0.057483 2.026433 -3.096557  -0.54
C 1.517329 2.380317 -2.799962  -0.25
C -0.433728 2.801622 -4.318761  -0.16
C -3.001997 1.295734 -1.735079  -0.56
C -3.792056 1.111859 -0.437607  -0.20
C -3.870270 1.979617 -2.790177  -0.16
H -3.052642 5.892942 -0.570963  0.07
H -2.308773 4.696810 0.563348  0.07
H -3.661347 4.214065 -0.526886  0.04
H -2.212938 4.564236 -2.524614  0.08
H -0.017296 5.244247 -0.456925  0.07
H -0.834855 6.422827 -1.558395  0.07
H 0.197141 5.135782 -2.243841  0.04
H 0.022373 0.938797 -3.319103  0.08
H 1.632198 3.452729 -2.550284  0.04
H 2.156747 2.151466 -3.678563  0.09
H 1.880990 1.779349 -1.939876  -0.13
H -0.415475 3.893534 -4.133855  0.06
H -1.454060 2.498777 -4.594343  0.05
H 0.217790 2.582667 -5.191598  0.07
H -2.723032 0.282540 -2.096451  0.09
H -4.091328 2.085295 -0.004889  0.06
H -3.168977 0.573439 0.307579  -0.01
H -4.707120 0.510364 -0.625095  0.08
H -4.164372 2.997281 -2.466698  0.06
H -4.792157 1.384257 -2.962315  0.07
H -3.344055 2.044069 -3.753341  0.05
C 6.652283 0.352505 -2.297760  -0.09
C 6.176762 -0.092833 -0.926613  -0.25
N 4.732452 -0.000304 -0.801765  -0.03
C 3.944845 1.077342 -0.534965  -0.67
S 2.294537 0.830739 -0.496553  0.78
N 4.591325 2.257021 -0.312847  0.02
C 3.986744 3.561544 -0.078534  -0.23
C 3.747273 4.303985 -1.381347  -0.08
H 7.738545 0.247067 -2.377006  0.07
H 6.395645 1.398841 -2.490924  0.07
H 6.190348 -0.252226 -3.085412  0.08
H 6.650372 0.502807 -0.140341  0.11
H 6.445732 -1.141166 -0.761549  0.12
H 4.203590 -0.847624 -0.980531  0.11
H 5.588715 2.265773 -0.451240  0.11
H 4.686677 4.126528 0.545777  0.11
H 3.052573 3.454815 0.479958  0.11
H 4.685127 4.436873 -1.931215  0.07
H 3.322858 5.293056 -1.184293  0.08
H 3.056717 3.757813 -2.031662  0.02
S -0.639642 2.483616 3.900047  0.96
C -0.930284 1.772140 2.370739  -0.59
N 0.033267 1.029627 1.876300  -0.20
C 1.098457 1.007686 2.763164  -0.33
C 2.313127 0.316287 2.578809  -0.11
C 3.307844 0.381247 3.560240  -0.12
C 3.106759 1.124557 4.719161  -0.16
C 1.911328 1.819776 4.927089  -0.12
C 0.918905 1.747897 3.935155  -0.49
H -1.862174 1.930138 1.844007  0.03
H 2.465411 -0.262259 1.673151  0.01
H 4.242952 -0.153960 3.413090  0.09
H 3.888836 1.166580 5.474526  0.08
H 1.755857 2.399404 5.831868  0.09
H -1.715997 -0.621278 0.371353  0.01

Atoms 1-3, force components in eV/Å:
-4.7 5.0 2.7
1.9 -3.0 2.9
0.0 -0.9 0.1



# C5H6O2

An isolated molecule of C5H6O2 (ωB97M-V/def2-TZVPD, OMol25).

Summary:
HOMO energy, Eh: -0.34606
DFT total energy, eV: -9373.353
ΔE to the lowest compared entry with this formula, charge and spin, kJ/mol: 361.1
SMILES: C#CO/C=C\CO

Each line ends with the Löwdin charge.
Geometry (Å):
O 2.055769 0.308670 -0.207741  -0.06
C 0.834889 1.025490 -0.289399  -0.26
C -0.123751 0.396366 -1.275298  -0.04
C -0.938452 -0.643782 -1.129456  -0.10
O -1.207402 -1.412945 -0.004779  0.01
C -0.955680 -0.973844 1.200711  -0.24
C -0.776528 -0.662461 2.348279  0.13
H 1.857736 -0.548810 0.190743  0.08
H 0.376623 1.140908 0.697581  0.09
H 1.106095 2.022068 -0.646297  0.12
H -0.093730 0.778776 -2.292613  0.11
H -1.502184 -1.063167 -1.954480  0.12
H -0.633384 -0.367267 3.362750  0.04

Atoms 1-3, force components in eV/Å:
0.0 -0.3 0.1
-0.3 0.3 0.0
-0.1 -0.2 0.0